Entry 1:
C5H9NO in the gas phase. Source: the Open Molecules 2025 dataset; level of theory: ωB97M-V with the def2-TZVPD basis set.

- Structure (SMILES): [H]/N=C1/CCCCO1
- F_max: 0.0548 Eh/bohr
- Energy relative to the best compared isomer or geometry (same formula, charge and spin): 71.8 kcal/mol

```
16
Properties=species:S:1:pos:R:3:forces:R:3
N -0.4222 -0.4026 2.4577 -0.51 -1.08 1.05
C 0.1036 -0.5623 1.3124 -2.01 1.91 0.50
C 0.2278 0.9498 0.9595 0.67 0.07 -0.96
C 0.5781 1.0571 -0.4885 0.37 0.31 -0.51
C -0.2001 0.0700 -1.3686 0.06 0.13 -0.12
C -0.0011 -1.3655 -0.9085 0.17 0.25 -0.18
O -0.4364 -1.4803 0.4472 0.41 0.26 0.29
H -1.3617 -0.7708 2.3512 -0.27 -1.53 1.11
H -0.7638 1.4261 1.1508 0.63 -0.57 -0.26
H 0.9186 1.4453 1.6490 0.02 -0.25 -0.33
H 1.6437 0.8256 -0.5460 0.13 0.15 -0.44
H 0.3900 2.0810 -0.8053 0.21 0.09 -0.36
H -1.2774 0.2889 -1.3493 0.19 0.04 0.01
H 0.1434 0.1824 -2.4002 -0.10 -0.10 0.00
H 1.0532 -1.6666 -0.9667 -0.09 0.07 -0.07
H -0.5956 -2.0782 -1.4947 0.13 0.22 0.25
```
Forces are in eV/Å.

Mulliken analysis output, partial charges in e: atom 1 (N): -0.67, atom 2 (C): 0.33, atom 3 (C): -0.38, atom 4 (C): -0.69, atom 5 (C): -0.51, atom 6 (C): -0.41, atom 7 (O): -0.30, atom 8 (H): 0.23, atom 9 (H): 0.26, atom 10 (H): 0.34, atom 11 (H): 0.29, atom 12 (H): 0.31, atom 13 (H): 0.29, atom 14 (H): 0.32, atom 15 (H): 0.30, atom 16 (H): 0.28

***

Entry 2:
A molecular structure, C37H36N5PPtS3. Source: the Open Molecules 2025 dataset; level of theory: ωB97M-V with the def2-TZVPD basis set.

- Net charge: +2
- F_max: 0.0385 Eh/bohr
- Energy relative to the best compared isomer or geometry (same formula, charge and spin): 32.9 kcal/mol

```
83
Properties=species:S:1:pos:R:3:forces:R:3
Pt 0.0218 0.3459 1.4111 1.24 0.11 -1.54
N -2.3104 -3.0327 0.0195 -0.03 0.01 -0.08
C -1.9279 -1.8093 0.4314 -0.19 0.25 0.16
S -0.8286 -1.8071 1.8256 -0.72 0.50 0.54
N -2.3837 -0.7367 -0.1391 0.24 -0.58 -0.03
N -1.9127 0.3769 0.5243 -0.50 0.04 0.22
C -2.7571 1.3080 0.8265 0.35 -0.09 0.00
C -4.1771 1.3438 0.4410 -0.10 0.05 -0.05
C -5.1224 1.7132 1.4022 0.02 -0.13 -0.03
C -6.4670 1.7641 1.0773 -0.01 0.01 0.00
C -6.8796 1.4737 -0.2137 0.02 -0.02 -0.03
C -5.9457 1.1140 -1.1773 -0.03 0.00 -0.01
C -4.6039 1.0365 -0.8518 0.06 0.07 0.02
C -2.2259 2.3557 1.7260 0.15 0.13 0.00
C -2.7846 3.6220 1.8092 0.05 -0.13 0.04
C -2.2541 4.5284 2.7137 0.09 -0.04 0.08
C -1.2049 4.1290 3.5237 -0.07 -0.02 -0.04
C -0.6778 2.8577 3.3568 0.02 -0.01 0.09
N -1.1551 1.9982 2.4634 -0.20 -0.24 -0.27
H -2.0622 -3.8413 0.5655 0.05 0.01 -0.05
H -3.1339 -3.0982 -0.5580 -0.03 -0.01 0.02
H -4.8147 1.9259 2.4168 0.02 0.02 0.02
H -7.1909 2.0337 1.8327 -0.02 0.00 0.02
H -7.9288 1.5208 -0.4685 -0.03 0.00 -0.01
H -6.2687 0.8818 -2.1826 -0.01 0.00 -0.02
H -3.8834 0.7340 -1.5965 0.05 -0.05 -0.02
H -3.6202 3.8862 1.1781 0.00 -0.01 -0.01
H -2.6655 5.5240 2.7939 -0.01 0.04 0.01
H -0.7906 4.7847 4.2744 0.02 0.03 0.02
H 0.1414 2.5156 3.9731 0.04 0.00 -0.01
C 3.1767 -3.2821 -1.7373 -0.03 0.12 -0.03
C 2.4705 -3.8369 -0.5279 -0.12 0.02 0.17
C 2.5592 -5.2229 -0.3881 0.01 0.01 0.03
C 2.0832 -5.8966 0.7176 0.00 -0.07 0.01
C 1.5187 -5.1820 1.7596 -0.01 0.01 0.03
C 1.3883 -3.8134 1.6434 0.17 0.05 0.13
C 1.8079 -3.1200 0.5006 -0.02 -0.08 -0.05
P 1.6897 -1.2889 0.5139 -0.51 0.87 -0.27
C 1.5181 -0.8198 -1.2421 0.22 -0.27 -0.05
C 0.4679 -1.4922 -1.8749 0.04 -0.16 0.04
C 0.2202 -1.3260 -3.2279 0.01 0.01 -0.04
C 1.0338 -0.4731 -3.9602 0.03 -0.03 0.02
C 2.0731 0.1966 -3.3319 -0.05 0.00 -0.05
C 2.3494 0.0430 -1.9742 -0.01 -0.02 0.03
C 3.5431 0.7564 -1.4088 0.08 0.02 0.02
C 3.1759 -0.7589 1.3349 0.09 0.01 0.14
C 4.3904 -1.4473 1.2305 0.03 0.22 -0.17
C 5.5341 -0.8567 1.7312 -0.03 0.00 0.00
C 5.4639 0.3968 2.3418 0.07 -0.07 -0.05
C 4.2502 1.0331 2.5193 -0.24 -0.17 0.05
C 3.0783 0.4183 2.0712 0.12 0.00 -0.22
C 1.7358 0.8826 2.4943 -0.57 -0.72 0.68
H 3.9694 -3.9717 -2.0223 -0.02 0.01 -0.03
H 3.6409 -2.3179 -1.5610 0.04 0.14 0.03
H 2.5061 -3.1816 -2.5900 -0.04 0.06 -0.05
H 3.0546 -5.7802 -1.1725 0.01 0.00 -0.01
H 2.1928 -6.9699 0.7837 -0.02 -0.04 -0.01
H 1.1875 -5.6833 2.6578 0.00 0.01 0.04
H 0.9604 -3.2768 2.4755 0.15 -0.08 -0.01
H -0.1338 -2.2022 -1.3195 0.00 0.01 0.00
H -0.5790 -1.8764 -3.7049 -0.03 -0.02 0.00
H 0.8793 -0.3496 -5.0233 -0.01 0.01 -0.04
H 2.7167 0.8414 -3.9157 0.01 0.02 -0.02
H 4.0385 1.3264 -2.1917 0.01 0.01 0.00
H 4.2718 0.0612 -0.9904 0.00 -0.01 -0.03
H 3.2636 1.4490 -0.6173 0.01 -0.01 0.04
H 4.4456 -2.3998 0.7218 -0.01 -0.04 0.01
H 6.4869 -1.3569 1.6329 0.02 -0.02 0.02
H 6.3672 0.8575 2.7166 0.03 0.02 -0.01
H 4.1974 1.9694 3.0585 0.00 0.03 0.02
H 1.7014 1.9517 2.6937 0.00 0.08 -0.25
H 1.4922 0.3608 3.4316 0.21 0.25 0.04
S 0.7071 2.3109 -0.0481 0.08 -0.04 0.95
C -0.4412 2.4622 -1.2931 -0.19 -0.40 -0.46
N -0.8629 1.4910 -2.0767 0.19 0.27 0.27
C -1.6035 1.8680 -3.2758 -0.06 0.05 -0.03
C -2.1202 3.2901 -3.0360 0.02 -0.02 -0.01
S -1.0669 4.0059 -1.7270 0.02 -0.04 0.02
H -0.4422 0.5690 -2.0011 -0.12 -0.02 0.05
H -2.4229 1.1696 -3.4391 0.01 0.01 -0.03
H -0.9315 1.8226 -4.1364 0.00 0.01 0.05
H -3.1509 3.2967 -2.6865 0.01 0.01 0.03
H -2.0386 3.9045 -3.9278 -0.04 0.01 -0.01
```
Forces are in eV/Å.

Mulliken analysis output, partial charges in e: atom 1 (Pt): 1.64, atom 2 (N): -0.32, atom 3 (C): 0.31, atom 4 (S): -0.59, atom 5 (N): -0.88, atom 6 (N): 0.22, atom 7 (C): 1.01, atom 8 (C): 0.06, atom 9 (C): -0.35, atom 10 (C): -0.95, atom 11 (C): -0.50, atom 12 (C): -0.99, atom 13 (C): -0.21, atom 14 (C): -0.02, atom 15 (C): -0.62, atom 16 (C): -0.70, atom 17 (C): -0.93, atom 18 (C): -0.25, atom 19 (N): -0.18, atom 20 (H): 0.24, atom 21 (H): 0.27, atom 22 (H): 0.61, atom 23 (H): 0.44, atom 24 (H): 0.44, atom 25 (H): 0.44, atom 26 (H): 0.64, atom 27 (H): 0.66, atom 28 (H): 0.50, atom 29 (H): 0.47, atom 30 (H): 0.64, atom 31 (C): -1.49, atom 32 (C): 1.32, atom 33 (C): -0.84, atom 34 (C): -0.76, atom 35 (C): -1.11, atom 36 (C): -1.19, atom 37 (C): 1.58, atom 38 (P): 0.01, atom 39 (C): 3.05, atom 40 (C): -2.46, atom 41 (C): -0.88, atom 42 (C): -1.32, atom 43 (C): -0.85, atom 44 (C): 1.02, atom 45 (C): -0.98, atom 46 (C): 1.39, atom 47 (C): -1.06, atom 48 (C): -0.79, atom 49 (C): -0.82, atom 50 (C): -0.92, atom 51 (C): 0.06, atom 52 (C): -2.05, atom 53 (H): 0.62, atom 54 (H): 0.06, atom 55 (H): 0.37, atom 56 (H): 0.51, atom 57 (H): 0.44, atom 58 (H): 0.47, atom 59 (H): 0.54, atom 60 (H): 0.42, atom 61 (H): 0.55, atom 62 (H): 0.52, atom 63 (H): 0.51, atom 64 (H): 0.55, atom 65 (H): 0.21, atom 66 (H): 0.10, atom 67 (H): 0.46, atom 68 (H): 0.48, atom 69 (H): 0.45, atom 70 (H): 0.54, atom 71 (H): 0.92, atom 72 (H): 0.67, atom 73 (S): -0.40, atom 74 (C): 0.60, atom 75 (N): 0.76, atom 76 (C): -0.78, atom 77 (C): -0.51, atom 78 (S): -0.02, atom 79 (H): -0.62, atom 80 (H): 0.40, atom 81 (H): 0.40, atom 82 (H): 0.28, atom 83 (H): 0.50

***

Entry 3:
C16H13BrN4OS in the gas phase. Source: the Open Molecules 2025 dataset; level of theory: ωB97M-V with the def2-TZVPD basis set.

- Structure (SMILES): Brc1cccc(-c2nnc3sc(CNCc4ccco4)cn23)c1
- F_max: 0.0253 Eh/bohr
- Total energy: -105687.1937 eV

```
36
Properties=species:S:1:pos:R:3:forces:R:3
Br -5.6555 -1.9038 -0.4749 0.08 0.23 0.07
C -5.0425 -0.1849 0.0839 -0.16 -0.23 -0.02
C -3.7651 0.2111 -0.2656 0.02 0.09 0.04
C -3.3077 1.4626 0.1404 -0.52 -0.21 0.15
C -4.1549 2.2992 0.8713 0.11 -0.08 -0.05
C -5.4279 1.8824 1.2043 0.04 0.00 -0.04
C -5.8834 0.6304 0.8201 -0.01 -0.16 -0.09
H -6.8756 0.2966 1.0810 -0.06 -0.04 0.01
H -6.0778 2.5320 1.7701 -0.05 0.07 0.06
H -3.7888 3.2711 1.1592 0.02 0.10 0.06
C -1.9881 1.9489 -0.1982 0.38 0.21 -0.10
N -1.6569 3.2231 -0.2024 -1.15 -0.20 0.28
N -0.3877 3.3711 -0.5741 1.25 0.13 -0.32
C 0.0757 2.1697 -0.7968 -0.33 -0.08 0.02
N -0.8912 1.2108 -0.5768 0.08 1.19 0.04
C -0.4436 -0.0741 -0.7605 0.57 -0.72 -0.18
C 0.8462 -0.1240 -1.1461 -0.31 0.33 0.01
S 1.5729 1.4709 -1.2786 -0.07 -0.20 -0.01
C 1.6549 -1.3511 -1.4179 0.05 -0.14 -0.05
N 1.6341 -2.2314 -0.2579 -0.08 -0.25 -0.09
H 2.0664 -3.1158 -0.5059 -0.06 0.08 0.01
C 2.3077 -1.6760 0.9120 0.10 0.12 -0.05
C 3.7366 -1.2963 0.6721 0.12 -0.85 0.09
C 4.8580 -2.0520 0.4846 -0.57 0.28 0.15
C 5.9117 -1.1412 0.2265 -0.06 0.54 -0.06
C 5.3523 0.0971 0.2704 0.82 -0.32 -0.16
O 4.0385 0.0133 0.5340 -0.41 0.21 0.09
H 5.7636 1.0775 0.1365 -0.03 0.18 0.01
H 6.9376 -1.3808 0.0366 0.24 0.04 -0.04
H 4.9283 -3.1199 0.5336 -0.06 -0.23 0.04
H 1.7596 -0.7841 1.2264 0.03 -0.08 0.11
H 2.2445 -2.4242 1.7052 0.02 0.15 0.00
H 1.2106 -1.9011 -2.2536 0.14 0.10 0.02
H 2.6704 -1.0412 -1.7126 -0.07 -0.09 -0.02
H -1.0688 -0.9261 -0.5759 -0.10 -0.11 0.04
H -3.1543 -0.4398 -0.8705 0.03 -0.05 -0.04
```
Forces are in eV/Å.

Mulliken analysis output, partial charges in e: atom 1 (Br): -0.21, atom 2 (C): -0.15, atom 3 (C): -0.43, atom 4 (C): 0.93, atom 5 (C): -0.58, atom 6 (C): -0.55, atom 7 (C): -0.37, atom 8 (H): 0.41, atom 9 (H): 0.39, atom 10 (H): 0.46, atom 11 (C): 0.25, atom 12 (N): -0.32, atom 13 (N): -0.78, atom 14 (C): 0.35, atom 15 (N): 0.20, atom 16 (C): -0.34, atom 17 (C): 0.37, atom 18 (S): -0.11, atom 19 (C): -1.23, atom 20 (N): -0.36, atom 21 (H): 0.28, atom 22 (C): -1.07, atom 23 (C): 0.48, atom 24 (C): -0.49, atom 25 (C): -0.40, atom 26 (C): -0.46, atom 27 (O): -0.21, atom 28 (H): 0.47, atom 29 (H): 0.43, atom 30 (H): 0.48, atom 31 (H): 0.33, atom 32 (H): 0.49, atom 33 (H): 0.51, atom 34 (H): 0.42, atom 35 (H): 0.45, atom 36 (H): 0.38